No. 1
16
Properties=species:S:1:pos:R:3:forces:R:3:lowdin_charge:R:1 method="wB97M-V/def2-TZVPD" e_homo_ev=-8.8 homo_lumo_gap_ev=9.7
C 2.7386 -0.7136 0.1968 -0.5 1.8 -2.7 -0.03
C 1.6829 0.2619 -0.2358 -1.0 0.4 -2.1 -0.38
O 1.2997 1.3417 0.1630 1.1 -0.6 0.8 0.02
H 3.4801 -0.8180 -0.6148 -0.4 0.2 0.1 0.10
H 3.2019 -0.2838 0.9902 1.5 0.3 3.0 0.05
H 2.2137 -1.6167 0.2347 -0.4 -1.6 0.8 0.05
H 1.1570 -0.1215 -1.1285 0.1 0.0 -0.2 0.07
C -1.9601 1.0367 0.4268 1.2 -0.7 -0.9 -0.16
C -1.9467 -0.0339 -0.6244 1.6 -1.8 0.0 -0.53
S -0.8662 -1.4953 -0.1277 0.2 0.5 0.7 0.67
H -2.8664 1.5010 0.2409 -1.7 1.8 -0.1 0.05
H -2.0397 0.5758 1.3860 0.2 0.0 0.9 0.06
H -1.0862 1.6940 0.2977 -0.5 -0.2 0.4 0.08
H -1.6075 0.3162 -1.5978 0.0 0.0 0.0 0.07
H -2.8114 -0.6502 -0.7230 -1.3 0.6 -0.2 0.03
H -0.5899 -0.9943 1.1158 0.0 -0.4 -0.7 -0.11

No. 2
48
Properties=species:S:1:pos:R:3:forces:R:3:lowdin_charge:R:1 method="wB97M-V/def2-TZVPD" e_homo_ev=-9.7 homo_lumo_gap_ev=9.7
N -1.8141 0.2539 0.9309 0.4 -0.2 -0.2 0.02
C -1.8359 -0.2806 2.3090 -2.2 0.7 -0.4 -0.25
C -0.6910 -1.1495 2.7176 0.7 -0.3 2.7 -0.21
C 0.5246 -1.2343 1.8461 0.0 -1.0 -0.5 -0.18
N 0.9949 0.0387 1.3352 0.2 -0.6 0.6 0.11
C 2.2364 0.5132 1.4104 0.0 0.3 -1.1 -0.58
O 2.6205 1.5076 0.7829 -0.3 0.3 0.3 0.01
O 3.1292 -0.1618 2.1545 -0.7 -0.2 0.3 0.13
H -2.2731 1.1488 0.8443 -0.3 0.0 0.2 0.02
H -2.2716 -0.3497 0.2475 0.4 -0.2 0.3 0.06
H -2.7510 -0.8789 2.4783 0.1 0.3 -0.1 0.11
H -1.9742 0.5857 2.9948 0.4 -0.5 -0.4 0.11
H -0.4505 -0.8614 3.7791 0.3 0.1 -0.9 0.12
H -0.9791 -2.1846 2.9224 -0.3 0.0 -0.6 0.11
H 0.1861 -1.8519 0.9835 0.6 0.3 0.3 0.13
H 1.3107 -1.7828 2.3931 -0.2 0.4 -0.5 0.13
H 0.2675 0.4750 0.7738 0.3 0.3 -0.2 0.11
H 3.8737 0.4487 2.1993 0.4 -0.1 -0.1 0.13
O 0.7132 2.6207 -0.7694 -1.1 0.0 -0.5 -0.07
H 1.2805 2.3952 -0.0169 1.1 0.5 -0.3 0.01
H 1.0095 3.2903 -1.4101 0.4 -0.4 1.0 0.09
O -2.2197 -1.9936 -1.3002 -0.2 0.2 0.0 -0.08
H -1.7128 -2.6278 -1.8218 0.3 -0.2 0.2 0.00
H -2.2443 -1.2284 -1.8859 0.1 0.2 -0.2 0.00
O -1.3023 0.1242 -3.4548 -0.4 0.1 -0.2 -0.08
H -1.4324 0.9834 -2.9924 0.2 -0.2 0.0 -0.02
H -1.8499 0.1906 -4.2527 0.3 -0.1 0.3 0.05
O -1.5031 2.4178 -2.0971 -1.0 0.7 0.1 -0.07
H -2.4174 2.6887 -1.9223 -0.1 -0.2 -0.2 0.05
H -1.1089 2.6265 -1.2417 0.7 -0.4 -0.1 0.00
O 2.8325 -2.3677 -1.5126 0.0 0.9 -0.7 -0.10
H 3.6909 -2.0947 -1.8817 -0.2 -0.5 0.3 0.07
H 2.3868 -1.4827 -1.6156 0.5 -0.7 0.5 0.01
O -3.4196 2.7717 0.0122 0.1 -0.6 -0.9 -0.08
H -3.0258 3.5149 0.5017 -0.7 -0.2 0.4 0.03
H -4.3333 2.5192 0.1892 0.3 0.7 0.4 0.06
O 3.7484 -3.5332 0.7813 0.0 -0.8 -0.3 -0.08
H 3.5894 -2.7849 1.3504 -0.2 0.4 0.0 -0.01
H 3.2006 -3.4153 -0.0213 0.4 0.4 0.6 0.00
O 0.2054 -3.3556 -2.2240 -2.3 0.4 -0.1 -0.04
H 0.7434 -2.5734 -2.1209 0.9 -0.8 -0.1 0.01
H 0.6087 -4.2085 -2.3132 1.1 0.1 0.1 0.04
O -1.4517 3.7643 1.4378 0.4 -0.9 0.7 -0.05
H -1.0276 3.0147 0.9908 0.3 0.4 -0.7 0.02
H -1.5276 3.3191 2.2982 -0.3 0.7 0.2 0.07
O 2.4932 0.1511 -2.0062 -1.1 0.7 -0.2 -0.03
H 2.3538 0.8738 -1.3766 0.5 0.0 0.4 0.03
H 1.6173 0.1633 -2.4270 0.2 0.0 -0.4 0.07

No. 3
74
Properties=species:S:1:pos:R:3:forces:R:3:mulliken_spin:R:1 method="wB97M-V/def2-TZVPD" e_homo_ev="-13.9 / -13.6" homo_lumo_gap_ev="7.7 / 4.4" spin_multiplicity=6 charge=+2
C -7.1580 1.4410 -3.5891 -0.2 0.1 -0.5 0.00
C -7.2433 2.3486 -2.5165 -1.0 -0.2 -0.9 0.09
C -8.4481 3.0635 -2.3968 0.1 0.0 -0.3 0.00
C -9.4493 2.8926 -3.3759 0.7 -0.1 0.5 0.00
N -9.3246 2.0628 -4.4102 0.0 0.0 0.1 0.01
C -8.2105 1.3416 -4.5134 0.5 0.2 0.7 0.00
C -6.0709 2.5215 -1.6793 1.0 -0.9 -0.1 -0.14
C -4.8572 2.0714 -1.6153 -2.2 1.1 0.1 -0.30
C -3.5075 1.6871 -1.6699 1.4 -0.6 -0.2 0.06
C -3.0808 0.3606 -1.4259 0.2 1.0 0.0 -0.06
C -1.7148 0.1048 -1.2989 0.3 0.0 0.4 0.15
C -0.7576 1.1360 -1.4599 -1.8 0.3 0.1 -0.03
C -1.1955 2.4394 -1.7300 0.0 -0.3 -0.1 0.05
C -2.5478 2.7150 -1.8158 0.2 -0.6 -0.3 -0.04
Mn -5.0709 3.4099 -0.2083 -2.2 -0.1 -1.2 4.44
P -1.3085 -1.1170 1.8999 -0.8 -2.6 2.7 0.56
H -8.6118 3.7746 -1.5888 0.1 -0.1 -0.1 -0.01
H -6.2612 0.8446 -3.7584 -0.2 0.2 0.1 0.00
H -10.3747 3.4616 -3.3152 0.2 -0.1 0.0 0.00
H -8.1280 0.6685 -5.3654 -0.1 0.1 0.2 0.00
H -2.8520 3.7438 -2.0158 0.0 -0.3 -0.1 -0.03
H -3.8384 -0.4133 -1.2986 0.4 0.1 -0.1 0.00
H -0.4897 3.2543 -1.8525 0.1 -0.2 0.0 0.00
H -1.4146 -0.9008 -0.9916 0.1 0.2 -0.5 -0.09
C -0.0533 -1.2308 3.2762 0.9 0.8 -0.9 0.09
C -0.5253 -1.4544 4.7151 -0.5 0.0 0.2 0.04
H 0.4920 -0.2698 3.2019 0.1 -0.5 0.2 0.00
H 0.6520 -2.0314 2.9850 -0.3 0.4 -0.1 0.00
H 0.3680 -1.5513 5.3517 -0.3 0.1 -0.3 0.01
H -1.1074 -0.6023 5.0943 0.2 -0.3 -0.1 0.00
H -1.1174 -2.3749 4.8320 0.2 0.4 0.0 0.00
C -2.8549 -0.4477 2.6511 0.1 1.1 -0.6 0.09
C -4.1570 -1.1970 2.4083 -0.2 -0.1 -0.2 0.00
H -2.9317 0.5483 2.1664 -0.1 -0.4 0.6 0.01
H -2.6959 -0.2997 3.7336 0.2 0.1 -0.5 0.01
H -4.9894 -0.5760 2.7545 0.2 -0.1 0.0 0.00
H -4.3303 -1.3835 1.3487 0.0 -0.1 0.0 0.00
H -4.2124 -2.1443 2.9446 0.1 0.1 -0.1 0.00
C -1.6752 -2.9006 1.5340 0.1 0.3 -1.7 0.08
C -1.8343 -3.8752 2.7014 0.1 0.2 0.6 0.05
H -0.8644 -3.2266 0.8576 -0.3 0.0 0.2 0.00
H -2.5917 -2.9002 0.9236 0.3 0.0 0.1 0.00
H -2.1412 -4.8534 2.3017 0.1 0.4 0.0 0.01
H -0.8893 -4.0119 3.2411 -0.3 0.0 -0.1 0.00
H -2.6033 -3.5546 3.4188 0.3 -0.1 -0.2 0.00
Br 1.0668 0.9099 -1.2074 0.7 0.2 0.1 -0.01
P -2.3533 4.3793 2.2194 1.9 1.1 1.9 0.00
C -2.4731 2.8691 3.2680 -0.2 -0.3 -0.4 0.00
C -2.0185 3.1661 4.7022 0.0 0.0 0.1 0.00
H -1.8054 2.1173 2.8159 -0.4 0.1 0.2 0.01
H -3.5004 2.4778 3.2642 0.1 0.1 0.1 0.00
H -2.4329 2.4012 5.3708 0.2 0.2 0.0 0.00
H -0.9229 3.1300 4.7852 -0.3 0.1 0.0 0.00
H -2.3604 4.1564 5.0395 0.1 -0.4 -0.1 0.00
C -0.7092 4.0485 1.4453 -0.1 0.1 -0.1 0.00
C 0.1960 5.2690 1.6229 0.4 0.0 -0.2 0.00
H -0.8311 3.7724 0.3889 0.2 0.0 0.3 0.00
H -0.2738 3.1909 1.9781 -0.1 0.1 -0.2 0.00
H 1.2300 4.9620 1.4291 -0.1 0.3 0.0 0.00
H -0.0664 6.0642 0.9150 0.1 -0.1 0.2 0.00
H 0.1485 5.6768 2.6430 0.0 -0.2 -0.3 0.00
C -3.6060 4.3434 0.9317 -0.2 -0.9 0.4 0.11
C -4.5682 5.5277 1.1746 -0.4 0.0 0.0 -0.03
H -4.0085 3.2761 1.2033 0.6 1.0 0.0 -0.07
H -3.1648 4.3794 -0.0808 0.2 -0.1 0.5 -0.04
H -5.0541 5.8992 0.2557 0.0 -0.1 0.2 0.00
H -5.3424 5.3005 1.9249 0.3 0.1 -0.2 0.01
H -3.9319 6.3295 1.5697 -0.4 0.0 -0.1 0.01
C 1.7363 -2.6356 -0.8745 -0.1 -0.6 0.1 0.00
O 0.4645 -2.1489 -1.3073 0.3 1.1 0.0 0.00
H 1.6759 -2.8632 0.1932 0.2 0.0 0.1 0.00
H 2.5814 -1.9559 -1.0420 -0.4 0.0 -0.1 0.00
H 1.9343 -3.5684 -1.4057 0.1 0.1 0.1 0.00
H 0.5973 -1.1943 -1.5120 -0.1 -1.3 0.0 0.00

No. 4
86
Properties=species:S:1:pos:R:3:forces:R:3:mulliken_spin:R:1 method="wB97M-V/def2-TZVPD" e_homo_ev="-11.8 / -11.7" homo_lumo_gap_ev="4.4 / 4.8" spin_multiplicity=2 charge=+1
Pd -0.1392 0.5803 0.1320 -1.7 1.8 0.6 0.66
F 2.5670 6.8754 0.8064 -0.2 -0.3 -0.2 0.00
C 1.9793 5.8443 0.2238 -0.1 0.1 -0.2 0.00
C 1.0915 6.0295 -0.8344 0.0 -0.1 0.1 0.00
F 0.8219 7.2443 -1.2875 0.1 -0.3 0.2 0.00
C 0.4766 4.9237 -1.4243 -0.1 -0.1 -0.1 0.00
F -0.3250 5.1531 -2.4647 0.1 0.2 0.1 0.00
C 0.6883 3.6183 -0.9805 -0.1 -0.4 0.7 -0.02
P -0.1196 2.1203 -1.7181 0.2 1.4 -0.1 -0.04
C -1.6698 2.7248 -2.4167 0.2 -0.8 0.8 -0.02
C -2.1032 2.3116 -3.6740 0.1 -0.3 -0.2 -0.01
C -3.3435 2.7161 -4.1354 0.2 -0.1 -0.1 0.00
C -4.1440 3.5370 -3.3563 0.1 0.0 0.1 -0.02
C -3.7102 3.9529 -2.1057 0.2 0.1 0.1 0.00
C -2.4977 3.5117 -1.6155 0.1 0.1 0.2 0.00
C 1.0395 1.7773 -3.0777 -0.2 -1.0 0.5 0.00
C 1.7223 0.5635 -3.1149 -0.2 0.0 0.1 0.00
C 2.5827 0.2994 -4.1681 0.1 0.0 0.0 0.00
C 2.7668 1.2394 -5.1702 0.0 -0.1 0.1 0.00
C 2.0998 2.4542 -5.1185 0.0 0.0 0.0 0.00
C 1.2333 2.7282 -4.0780 -0.2 0.2 0.1 0.00
C 1.5988 3.4626 0.0698 0.2 0.4 0.1 0.02
Br 2.0687 1.7310 0.7503 -0.5 0.3 -0.3 0.10
C 2.2431 4.5462 0.6571 -0.2 -0.5 -0.1 -0.01
F 3.1031 4.3417 1.6425 0.0 0.1 0.0 0.00
H -1.4657 1.6902 -4.2847 0.0 -0.1 -0.1 0.00
H -3.6831 2.3876 -5.1058 0.0 0.0 -0.1 0.00
H -5.1138 3.8421 -3.7131 -0.1 0.1 -0.1 0.00
H -4.3229 4.6059 -1.5044 0.0 0.0 0.1 0.00
H -2.1801 3.7595 -0.6151 -0.1 0.1 0.2 0.00
H 1.5701 -0.1719 -2.3310 0.1 -0.1 -0.1 0.00
H 3.1082 -0.6416 -4.2094 0.0 -0.1 0.0 0.00
H 3.4270 1.0235 -5.9962 0.1 0.0 0.0 0.00
H 2.2522 3.1907 -5.8923 0.0 0.1 -0.1 0.00
H 0.6986 3.6641 -4.0501 -0.1 0.1 -0.1 0.00
F 1.1141 -1.3487 -0.0136 -0.1 0.3 0.1 0.02
P 0.0640 -2.2251 1.0170 -0.6 -0.5 0.0 0.00
F 0.1139 -3.4118 -0.0102 0.0 0.0 0.2 0.00
F 1.2984 -2.7035 1.8573 0.0 -0.1 -0.2 0.00
F -1.0154 -2.8842 1.9535 0.3 0.0 -0.2 0.00
F 0.0157 -0.8225 1.9691 0.0 0.4 -1.0 0.01
F -1.1700 -1.5012 0.1073 0.4 -0.2 0.3 0.02
C -3.0300 4.6448 3.9534 0.2 -0.2 -0.4 0.00
C -2.3668 4.2698 2.6186 0.2 0.8 0.5 0.00
C -2.1980 5.5369 1.7664 0.0 -0.5 0.3 0.00
C -1.0025 3.6261 2.8763 -0.2 0.1 -0.1 0.01
O -3.2311 3.4007 1.9307 -0.4 -0.3 -0.8 0.00
Si -3.1652 1.7616 1.7966 -1.3 0.9 2.9 -0.01
O -1.9920 1.4359 0.7848 3.1 -1.4 -2.8 0.32
O -2.9145 1.2562 3.3358 0.8 0.7 -1.1 -0.03
C -3.4577 0.2960 4.1913 -1.4 -0.9 0.8 0.00
C -3.4225 -1.0809 3.5233 0.5 0.4 0.2 0.00
C -2.6554 0.3402 5.4926 0.0 0.0 -0.5 0.00
C -4.9352 0.6521 4.4865 0.7 0.1 -0.1 0.00
O -4.6375 1.2449 1.3705 0.5 0.0 0.0 0.02
C -5.3089 0.9236 0.1759 -0.8 -0.2 -0.8 0.00
C -6.0545 2.1679 -0.3239 0.3 -0.3 0.3 0.00
C -4.3212 0.4171 -0.8744 -0.1 0.1 0.3 -0.02
C -6.3423 -0.1597 0.5084 0.4 0.3 0.0 0.00
H -2.3507 5.2546 4.5425 0.0 0.1 0.2 0.00
H -3.2655 3.7332 4.4956 0.0 -0.1 0.1 0.00
H -3.9499 5.1953 3.7745 -0.1 0.1 0.0 0.00
H -1.6921 6.3031 2.3442 0.1 0.2 0.0 0.00
H -3.1676 5.9129 1.4595 -0.2 0.1 0.0 0.00
H -1.6086 5.3195 0.8790 0.2 0.0 -0.2 0.00
H -0.2956 4.3652 3.2415 0.1 0.1 0.1 0.00
H -0.6305 3.1903 1.9471 0.1 0.0 -0.1 -0.01
H -1.1062 2.8330 3.6096 0.1 -0.1 0.1 0.00
H -2.3965 -1.3091 3.2511 0.1 -0.2 0.0 0.00
H -4.0224 -1.0672 2.6186 -0.2 0.0 -0.1 0.00
H -3.7979 -1.8515 4.1879 0.0 -0.1 0.1 0.00
H -1.6215 0.0660 5.2974 0.2 -0.1 0.0 0.00
H -3.0696 -0.3395 6.2310 -0.1 -0.1 0.1 0.00
H -2.6730 1.3477 5.9036 0.0 0.1 0.0 0.00
H -5.4825 0.6767 3.5494 -0.2 0.0 0.0 0.00
H -4.9775 1.6345 4.9502 -0.1 0.1 0.1 0.00
H -5.3745 -0.0813 5.1562 -0.1 -0.1 0.1 0.00
H -5.3535 2.9868 -0.4388 0.0 0.1 0.0 0.00
H -6.8091 2.4547 0.4041 -0.1 0.1 0.0 0.00
H -6.5366 1.9560 -1.2734 -0.1 0.0 -0.2 0.00
H -3.6264 1.2088 -1.1372 0.1 0.1 -0.2 0.02
H -4.8407 0.0775 -1.7640 -0.1 -0.1 -0.1 0.00
H -3.7441 -0.4032 -0.4569 0.1 -0.2 0.0 0.00
H -7.0109 0.1969 1.2867 -0.1 0.0 0.1 0.00
H -5.8519 -1.0622 0.8582 0.1 -0.2 0.0 0.00
H -6.9258 -0.3944 -0.3760 -0.1 -0.1 -0.1 0.00